1.
The following is a DFT calculation (the ωB97M-V functional and the def2-TZVPD basis) of CH5NS as an isolated structure.

Geometry (Å):
C: -0.596 -0.536 1.783
N: -1.006 -0.869 0.606
H: 0.345 0.007 1.898
H: -1.178 -0.839 2.618
H: -1.860 -1.482 0.445
H: -0.358 -0.167 -0.328
S: 0.857 0.643 -1.116
H: -0.039 1.493 -1.718

Results
- total energy (a.u.) = -493.6742
- ⟨S²⟩ = 0.75
- LUMO energy (alpha / beta) (eV) = -4.60 / -8.22
- 2S+1 = 2
- net charge = +1



2.
The following is a DFT calculation (the ωB97M-V functional and the def2-TZVPD basis) of a 5-piece molecular cluster, C17H34Cl2O8 overall.

Geometry (Å):
C: -1.434 -17.876 28.506
C: -2.258 -17.635 29.744
O: -1.319 -17.578 30.822
C: -1.129 -16.424 31.559
C: -0.053 -16.573 32.658
O: -1.676 -15.336 31.345
H: -0.491 -17.334 28.430
H: -1.928 -17.644 27.563
H: -1.201 -18.941 28.472
H: -2.843 -16.717 29.683
H: -3.014 -18.418 29.806
H: 0.804 -17.021 32.156
H: -0.432 -17.194 33.470
H: 0.148 -15.543 32.954
C: -0.767 -24.699 21.611
C: -1.263 -23.236 21.468
O: -0.838 -22.566 22.642
C: -1.764 -22.015 23.419
C: -1.190 -21.180 24.572
O: -3.011 -22.065 23.213
H: 0.310 -24.700 21.777
H: -1.040 -25.296 20.741
H: -1.210 -25.295 22.409
H: -0.698 -22.840 20.624
H: -2.309 -23.079 21.206
H: -1.966 -21.035 25.323
H: -0.963 -20.228 24.091
H: -0.263 -21.612 24.949
C: 2.215 -18.990 30.094
C: 2.479 -17.866 29.021
O: 2.162 -16.609 29.593
C: 1.900 -15.556 28.850
C: 1.640 -14.288 29.629
O: 1.948 -15.505 27.588
H: 2.482 -19.974 29.710
H: 1.141 -19.068 30.267
H: 2.758 -18.810 31.022
H: 3.556 -17.824 28.857
H: 1.926 -18.072 28.104
H: 0.862 -14.437 30.377
H: 1.272 -13.536 28.931
H: 2.574 -13.900 30.037
C: 1.342 -12.744 24.896
C: -0.182 -12.608 24.777
O: -0.853 -13.341 25.824
C: -1.027 -12.842 27.016
C: -1.560 -13.837 28.046
O: -0.687 -11.707 27.296
H: 1.688 -12.543 25.910
H: 1.734 -12.034 24.168
H: 1.698 -13.740 24.633
H: -0.357 -11.534 24.734
H: -0.456 -13.091 23.839
H: -2.491 -14.281 27.695
H: -1.657 -13.296 28.987
H: -0.887 -14.690 28.136
Cl: -0.257 -16.254 23.726
C: 0.687 -16.629 25.198
Cl: 0.363 -18.325 25.672
H: 1.742 -16.388 25.065
H: 0.237 -15.922 25.894

Results
- total energy (a.u.) = -2190.4627
- structure (SMILES) = CCOC(C)=O.CCOC(C)=O.CCOC(C)=O.CCOC(C)=O.ClCCl
- LUMO energy (eV) = 0.55
- net charge = 0